{
  "formula": "C15H45N3O6",
  "method": "ωB97M-V with the def2-TZVPD basis set",
  "symbols": ["C", "O", "C", "C", "C", "N", "H", "H", "H", "H", "H", "H", "H", "H", "H", "H", "H", "C", "O", "C", "C", "C", "N", "H", "H", "H", "H", "H", "H", "H", "H", "H", "H", "H", "C", "O", "C", "C", "C", "N", "H", "H", "H", "H", "H", "H", "H", "H", "H", "H", "H", "C", "O", "H", "H", "H", "H", "C", "O", "H", "H", "H", "H", "C", "O", "H", "H", "H", "H"],
  "xyz": [[-7.9156, 2.2921, 17.0815], [-8.8991, 1.8879, 17.9989], [-10.1988, 1.9015, 17.4503], [-11.1721, 1.6484, 18.5873], [-11.1438, 0.2143, 19.0640], [-12.5214, 2.0641, 18.1278], [-6.9360, 2.2126, 17.5421], [-8.1277, 3.3146, 16.7420], [-7.9047, 1.6810, 16.1683], [-10.3677, 2.8849, 16.9949], [-10.3103, 1.1331, 16.6755], [-10.8534, 2.3125, 19.3992], [-10.1422, -0.1370, 19.2962], [-11.6003, -0.4500, 18.3235], [-11.7436, 0.1197, 19.9745], [-13.1855, 1.9060, 18.8857], [-12.5014, 3.0811, 18.0733], [-16.6754, -2.4853, 16.6441], [-16.3316, -2.3138, 18.0000], [-16.7802, -1.0819, 18.4946], [-16.6800, -1.0724, 20.0201], [-17.3678, -2.2623, 20.6943], [-17.1631, 0.2039, 20.5558], [-16.1816, -3.3926, 16.3035], [-16.4047, -1.6352, 16.0118], [-17.7538, -2.6317, 16.5111], [-16.2106, -0.2120, 18.1513], [-17.8385, -0.9333, 18.2395], [-15.6148, -1.2132, 20.2404], [-17.2273, -2.1646, 21.7726], [-16.8621, -3.1899, 20.4149], [-18.4256, -2.3562, 20.4451], [-16.6926, 0.3988, 21.4398], [-18.1099, 0.0917, 20.9200], [-13.3659, -4.4099, 16.4147], [-11.9875, -4.3137, 16.1379], [-11.4840, -2.9892, 15.9924], [-11.4238, -2.5672, 14.5223], [-10.5483, -3.4938, 13.7104], [-11.0092, -1.1809, 14.3367], [-13.7366, -3.5756, 17.0178], [-13.5158, -5.3631, 16.9107], [-13.9480, -4.3832, 15.4877], [-12.1800, -2.3233, 16.5232], [-10.4945, -3.0005, 16.4629], [-12.4344, -2.6749, 14.0998], [-10.8289, -4.5402, 13.8478], [-9.5128, -3.4351, 14.0686], [-10.6142, -3.2705, 12.6477], [-11.5949, -0.5940, 14.9314], [-10.0621, -1.1138, 14.7140], [-14.5426, 2.8112, 13.2255], [-14.0839, 3.2794, 14.4762], [-14.9855, 3.6238, 12.6526], [-13.7564, 2.2971, 12.6672], [-15.3613, 2.0833, 13.3427], [-13.5205, 2.5778, 14.8461], [-14.1735, 0.1450, 15.5442], [-12.9578, 0.8897, 15.5656], [-14.3047, -0.1507, 14.5046], [-14.1268, -0.7830, 16.1297], [-15.0028, 0.7204, 15.9614], [-12.7280, 1.0436, 16.5160], [-16.4475, 2.7810, 17.8329], [-17.5497, 2.1008, 18.3856], [-15.7608, 3.2423, 18.5601], [-15.8027, 2.1021, 17.2597], [-16.8030, 3.6044, 17.2173], [-17.2423, 1.5880, 19.1649]],
  "forces_ev_per_angstrom": [[-0.24, 0.12, -0.64], [0.11, -0.38, 0.15], [0.31, 0.06, 0.13], [0.12, 0.64, 0.04], [-0.66, -0.13, 0.18], [0.16, -0.11, 0.63], [-0.04, 0.14, 0.18], [0.27, 0.08, 0.15], [-0.10, -0.19, 0.14], [-0.24, 0.01, -0.07], [0.03, 0.01, -0.13], [0.12, -0.17, 0.09], [0.11, 0.13, -0.11], [0.14, 0.01, -0.09], [0.05, -0.04, 0.00], [0.03, -0.28, -0.16], [-0.08, -0.09, -0.44], [-0.28, -0.35, -0.18], [0.28, 0.24, -0.18], [-0.80, 0.30, 0.98], [0.14, -1.04, 0.15], [0.57, -0.23, -0.14], [0.06, 0.30, 0.78], [0.10, 0.08, -0.11], [0.27, 0.04, 0.09], [-0.06, 0.03, 0.19], [0.06, -0.17, -0.47], [0.03, 0.13, -0.22], [0.00, 0.44, 0.12], [-0.27, 0.02, 0.05], [-0.18, 0.03, -0.13], [-0.04, 0.14, 0.03], [0.40, 0.06, -0.37], [-0.16, -0.07, -0.67], [0.06, 0.17, -0.58], [0.23, 0.08, 0.30], [-0.64, -0.50, -0.20], [-0.41, -0.33, -0.36], [0.38, -0.50, 0.25], [0.19, -0.22, 0.59], [0.13, -0.09, 0.33], [-0.20, -0.01, 0.12], [-0.09, -0.15, -0.09], [0.40, 0.23, 0.11], [-0.02, 0.30, -0.10], [-0.02, 0.17, 0.24], [-0.19, 0.10, 0.05], [0.03, 0.18, -0.27], [0.18, 0.17, 0.02], [0.11, 0.24, -0.27], [-0.09, 0.21, -0.19], [-0.53, -0.60, 0.14], [0.16, 0.04, -0.06], [0.37, 0.21, -0.01], [0.06, 0.26, -0.18], [0.08, -0.01, 0.11], [-0.15, 0.10, 0.05], [0.34, -0.30, 0.02], [0.09, -0.38, 0.79], [-0.47, 0.16, 0.02], [0.28, 0.05, 0.04], [-0.11, 0.09, -0.43], [-0.30, 0.48, -0.50], [0.56, 0.03, 0.07], [0.27, 0.05, 0.50], [-0.34, -0.07, 0.31], [-0.20, 0.17, -0.29], [-0.04, -0.20, -0.26], [-0.34, 0.11, -0.27]],
  "nbo_charge": [-0.2447, -0.5423, -0.0654, -0.0694, -0.6218, -0.8468, 0.1963, 0.1643, 0.1647, 0.1681, 0.1695, 0.1809, 0.2362, 0.2046, 0.2066, 0.3665, 0.3722, -0.2465, -0.5429, -0.0654, -0.0649, -0.6265, -0.8483, 0.1911, 0.1691, 0.1701, 0.1734, 0.1689, 0.1837, 0.2042, 0.2284, 0.2047, 0.3667, 0.3660, -0.2483, -0.5515, -0.0695, -0.0795, -0.6132, -0.8283, 0.1676, 0.1934, 0.1595, 0.1575, 0.1805, 0.1759, 0.2219, 0.1926, 0.2184, 0.3753, 0.3378, -0.2476, -0.7503, 0.1780, 0.1656, 0.1471, 0.4912, -0.2693, -0.7883, 0.1938, 0.1623, 0.1779, 0.5063, -0.2433, -0.7593, 0.1447, 0.1461, 0.1884, 0.4954],
  "homo_lumo_gap_ev": 9.34,
  "homo_ev": -8.95,
  "de_lowest_kj_mol": 0.00,
  "fmax_ha_per_bohr": 0.0253,
  "smiles": "COC[C@H](C)N.COC[C@H](C)N.COC[C@H](C)N.CO.CO.CO"
}


{
  "formula": "C29H53BF3N2O9PS4",
  "method": "ωB97M-V with the def2-TZVPD basis set",
  "symbols": ["C", "C", "O", "C", "C", "O", "C", "C", "O", "C", "C", "P", "C", "C", "O", "S", "O", "O", "C", "B", "C", "O", "C", "S", "C", "C", "C", "C", "S", "C", "S", "N", "C", "C", "O", "C", "C", "C", "C", "C", "F", "C", "F", "F", "H", "H", "H", "H", "H", "H", "H", "H", "H", "H", "H", "H", "H", "H", "H", "H", "H", "H", "H", "H", "H", "H", "H", "H", "H", "H", "H", "H", "H", "H", "H", "H", "H", "H", "H", "H", "H", "H", "H", "H", "H", "H", "H", "H", "H", "H", "C", "N", "C", "C", "O", "H", "H", "H", "H", "H", "H", "H"],
  "xyz": [[-0.2834, -3.8934, 5.7393], [0.7211, -4.7370, 4.9270], [0.3285, -4.8304, 3.5599], [1.4490, -4.6958, 2.7155], [1.1802, -5.2467, 1.2957], [-0.1966, -5.2303, 0.9613], [-0.4295, -5.0864, -0.4354], [-1.4952, -4.0086, -0.6617], [-0.9237, -2.7397, -0.8293], [-1.8871, -1.6839, -0.7383], [-1.0804, -0.3911, -0.5228], [-0.0178, -0.6941, 1.0548], [-0.8787, -1.8250, 2.2269], [1.6130, -1.3842, 0.5446], [-0.1036, -0.2194, -1.5617], [-0.6916, 0.0850, -3.0159], [0.4053, 0.5943, -3.7768], [-1.2231, -1.0479, -3.6952], [-1.8513, 1.4379, -2.8484], [-2.7256, 1.7133, -4.1636], [-3.0785, 3.2456, -4.4504], [-3.1736, 0.7478, -5.0013], [-2.7362, 1.3463, -1.5401], [-4.2277, 0.2878, -1.8649], [-1.9564, 0.9032, -0.2903], [-0.9436, 2.0045, 0.2178], [-1.2948, 3.4693, -0.1366], [-0.5894, 4.5116, 0.7730], [0.2859, 5.7338, -0.3009], [1.8210, 5.9760, 0.5788], [2.3007, 7.5025, 0.8856], [2.4923, 4.7925, 0.9252], [3.3268, 4.3223, -0.2036], [4.6819, 5.0361, -0.2463], [5.3908, 4.6850, 0.9272], [4.7396, 5.3209, 2.0161], [3.2656, 4.8926, 2.1809], [-2.9344, 0.6154, 0.8791], [-3.9336, 1.7627, 1.2204], [-3.5809, 2.2885, 2.5765], [-3.8868, 1.4502, 3.5801], [-3.0252, 3.4654, 2.8640], [-1.9013, 3.5099, 3.5436], [-3.5024, 4.6242, 2.5414], [0.2172, -3.1014, 6.2978], [-0.7337, -4.5455, 6.4933], [-1.0750, -3.4934, 5.1070], [1.7125, -4.2755, 5.0014], [0.8184, -5.7340, 5.3734], [1.7735, -3.6474, 2.6214], [2.3121, -5.2554, 3.1013], [1.7764, -4.6227, 0.6193], [1.5442, -6.2842, 1.2849], [0.4764, -4.8606, -1.0055], [-0.8900, -6.0267, -0.7678], [-2.1204, -4.2895, -1.5271], [-2.1707, -4.0729, 0.2077], [-2.5703, -1.9346, 0.0792], [-2.4579, -1.7208, -1.6777], [-1.5431, -1.2982, 2.9132], [-1.4073, -2.6753, 1.7890], [-0.0995, -2.2562, 2.8590], [1.5519, -2.2848, -0.0694], [2.2066, -1.5632, 1.4441], [2.1711, -0.6543, -0.0456], [-1.2375, 2.3318, -2.6970], [-3.8537, 3.6280, -3.7749], [-2.1727, 3.8093, -4.1941], [-3.3293, 3.4368, -5.4952], [-3.9070, 1.1485, -5.4925], [-3.1609, 2.3443, -1.4475], [-5.1047, 1.1277, -2.4568], [-0.9463, 1.9380, 1.3020], [0.0640, 1.8371, -0.1620], [-2.3606, 3.7089, -0.1659], [-0.9244, 3.6555, -1.1515], [-1.2903, 5.1092, 1.3480], [0.1643, 4.0147, 1.3853], [3.4119, 3.2332, -0.2009], [2.7990, 4.6054, -1.1228], [4.4904, 6.1143, -0.3166], [5.2043, 4.7053, -1.1459], [5.2716, 4.9925, 2.9135], [4.8225, 6.4111, 1.9553], [2.7559, 5.5830, 2.8531], [3.2629, 3.9090, 2.6653], [-2.3906, 0.3947, 1.8004], [-3.5421, -0.2689, 0.6940], [-4.9286, 1.3127, 1.3237], [-4.0350, 2.5412, 0.4687], [2.5723, -4.6726, -4.5311], [2.5691, -3.8653, -3.3275], [1.9411, -2.5494, -3.3653], [3.1255, -4.2963, -2.1839], [3.1531, -3.6723, -1.1358], [3.0961, -4.1399, -5.3274], [1.5443, -4.8651, -4.8447], [3.0724, -5.6229, -4.3521], [2.6786, -1.7866, -3.1129], [1.1376, -2.5119, -2.6279], [1.5362, -2.3517, -4.3540], [3.5693, -5.3034, -2.2732]],
  "forces_ev_per_angstrom": [[0.18, -0.78, 0.32], [-0.12, 0.55, 0.28], [0.47, -0.02, 0.32], [-0.01, -0.14, -0.84], [0.12, -0.18, 0.84], [0.66, 0.74, -0.31], [-1.11, 0.05, 0.23], [-0.20, -0.91, -0.18], [-0.06, 0.33, 0.42], [0.44, -0.91, -1.00], [-0.91, -1.38, 1.48], [0.71, 1.80, 1.06], [0.09, -0.80, -0.52], [-0.54, -0.64, -0.58], [-0.86, 0.45, -0.45], [1.35, 0.41, -2.61], [0.89, 1.12, 0.63], [-1.46, -0.93, 1.30], [-0.05, -0.44, 1.26], [-0.15, 0.54, -0.20], [0.52, -0.44, 0.60], [-0.35, 0.24, 0.38], [-0.41, -0.10, -1.74], [-0.19, -0.56, 0.30], [0.70, -0.11, 0.79], [-1.12, 1.12, -0.36], [0.23, 0.31, -0.31], [0.39, -0.30, -1.03], [0.26, -0.15, 0.36], [-0.44, 0.06, 0.01], [-0.05, -0.05, 0.05], [0.32, 0.84, 0.40], [-0.43, 0.31, -0.98], [-0.89, -0.85, 0.00], [-0.03, 0.57, -0.14], [-0.03, -0.18, 0.71], [0.51, -0.36, -0.04], [-0.41, 0.19, -0.08], [-1.36, -0.34, 0.83], [-1.31, 0.75, -1.40], [1.49, -1.18, 0.37], [0.31, -1.70, 0.35], [-0.02, 0.93, 1.66], [0.61, 1.26, -1.39], [-0.07, 0.13, -0.24], [-0.23, 0.19, -0.09], [0.13, 0.05, -0.01], [-0.06, 0.01, -0.11], [-0.08, -0.03, -0.24], [-0.25, 0.01, 0.27], [-0.09, 0.06, 0.06], [-0.08, -0.30, -0.11], [-0.04, 0.08, -0.29], [-0.03, -0.06, 0.08], [0.34, 0.02, -0.24], [0.24, 0.19, -0.08], [0.14, 0.30, 0.00], [0.10, 0.47, 0.08], [-0.06, 0.34, 0.17], [0.01, 0.22, -0.28], [0.07, 0.00, 0.07], [0.11, 0.00, -0.09], [0.11, -0.02, 0.24], [-0.20, -0.05, 0.04], [-0.27, 0.17, 0.09], [0.35, -0.36, -0.07], [-0.06, -0.02, -0.21], [-0.16, 0.16, -0.21], [-0.16, 0.07, 0.13], [0.37, -0.37, -0.36], [0.22, -0.02, 0.38], [0.55, 0.28, 0.17], [0.36, -0.17, -0.04], [-0.01, -0.18, 0.17], [0.02, -0.24, 0.17], [-0.23, 0.01, 0.04], [0.05, -0.21, 0.25], [-0.09, 0.24, 0.14], [0.19, 0.09, 0.25], [-0.06, -0.27, 0.10], [0.29, -0.01, 0.10], [0.28, -0.02, 0.27], [-0.02, 0.10, -0.06], [0.01, -0.08, -0.24], [0.06, -0.01, -0.06], [-0.12, -0.02, -0.27], [0.30, 0.00, -0.26], [0.08, 0.08, -0.19], [0.05, 0.01, -0.35], [0.25, 0.07, 0.09], [-0.09, 0.23, 0.06], [0.04, -0.13, -0.04], [0.09, -0.06, 0.33], [0.04, -0.09, -0.06], [-0.03, 0.01, -0.07], [-0.03, -0.10, -0.08], [0.05, -0.05, -0.10], [0.01, 0.03, 0.05], [-0.08, 0.07, -0.02], [-0.04, 0.11, -0.06], [0.00, -0.06, 0.00], [-0.01, 0.02, -0.02]],
  "mulliken_charge": [-1.0386, -0.3850, -0.3322, -0.8132, 0.2370, -0.3320, -0.5382, -0.8905, 0.2563, -2.3144, 0.6124, -0.1080, -0.8476, -0.7070, 0.1161, 1.3450, -0.8463, -0.6689, -0.4319, 1.1715, -1.0966, -0.6180, -1.2974, -0.2246, 2.0964, -1.7869, -0.7417, -0.9576, -0.2477, 0.0396, -0.1299, 0.1588, -0.7943, -0.5811, -0.4044, -0.4027, -0.9428, -1.2993, -0.9197, 0.3267, -0.3401, 0.1651, -0.2267, -0.2406, 0.3025, 0.3165, 0.2685, 0.3207, 0.3665, 0.2071, 0.5487, -0.1664, 0.3868, 0.0840, 0.5056, 0.3153, 0.4238, 0.5709, 1.1486, 0.4951, 0.1979, 0.2006, -0.1454, 0.5507, 0.4139, -0.3997, 0.3201, 0.2940, 0.3522, 0.2989, 0.9148, 0.2307, 0.4323, 0.8803, 0.1011, 0.4777, 0.4637, 0.5540, 0.3778, 0.4677, 0.3204, 0.3774, 0.3423, 0.2889, 0.4972, 0.3885, 0.3022, 0.5208, 0.4529, 0.4092, -0.9694, 0.2563, -0.5823, -0.0597, -0.5544, 0.3359, 0.3334, 0.3114, 0.2677, -0.1441, 0.4640, 0.3449],
  "homo_lumo_gap_ev": 7.38,
  "homo_ev": -7.57,
  "fmax_ha_per_bohr": 0.0576,
  "smiles": "CCOCCOCCOC[C@@]1(P(C)C)OS(=O)(=O)[C@@H](B(C)O)[C@@H](S)[C@@]1(CCCSC(=S)N1CCOCC1)CCC(F)=C(F)F.CN(C)C=O"
}